11 unconnected molecules or ions with the total composition C44H110O22. Source: the Open Molecules 2025 dataset; level of theory: ωB97M-V/def2-TZVPD.

Output
charge	0
electronic energy	-3397.13333	hartree
energy above the lowest of the compared OMol25 structures with the same formula, charge and spin	208.1	kJ/mol
HOMO energy	-9.030	eV
maximum force	1.886	eV/Å

Each line ends with the Löwdin charge.
Geometry (Å):
1 O -0.76807 -4.20895 -1.56479  -0.17
2 O -1.66704 0.07455 0.63381  -0.17
3 O -3.78680 2.35227 -4.71567  -0.17
4 O -6.08869 -4.59246 -2.00506  -0.18
5 O -1.57552 2.42210 -2.94757  -0.20
6 O -2.81686 2.65124 9.36920  -0.20
7 O 0.97937 -2.63376 4.71010  -0.18
8 O -3.01683 -3.55322 3.32841  -0.19
9 O -2.12259 -6.86357 -2.91924  -0.18
10 O 2.02313 0.18401 0.21549  -0.17
11 O -1.33149 1.38299 6.78479  -0.19
12 O 5.43173 -2.44908 -1.85383  -0.17
13 O -2.94978 -5.64752 5.23428  -0.17
14 O 5.20463 8.34604 -2.14012  -0.17
15 O 4.18308 3.82025 -6.93461  -0.20
16 O 4.01830 -4.90997 -1.69895  -0.17
17 O 4.58689 5.46264 -2.23074  -0.18
18 O 2.72335 6.14083 3.56094  -0.21
19 O 1.25075 3.51269 2.96495  -0.19
20 O 0.24843 -4.84970 6.62168  -0.18
21 O -5.86769 -2.16425 -3.22515  -0.19
22 O 4.23963 1.02894 -5.43892  -0.19
23 C 0.18927 -3.45882 6.86897  -0.19
24 C -1.99213 -4.68893 -2.04245  -0.21
25 C 5.15871 2.81170 -6.72939  -0.21
26 C 0.59167 -2.06289 3.48504  -0.09
27 C -1.59464 1.63515 -4.09997  -0.21
28 C 2.71112 -4.90087 -1.17750  -0.09
29 C -2.45234 -5.81804 3.93531  -0.20
30 C 3.37285 7.17922 2.84832  -0.10
31 C 2.61787 3.24962 2.76419  -0.10
32 C -0.60875 -2.82666 -1.65394  -0.12
33 C -1.08482 2.43782 7.68626  -0.21
34 C 0.72133 -0.32113 0.11927  -0.21
35 C -2.26461 -6.14509 -1.71467  -0.20
36 C -0.99281 1.72526 5.46741  -0.12
37 C -3.13138 -2.64712 2.24440  -0.10
38 C 4.81141 9.63061 -1.70537  -0.11
39 C -2.49987 2.14541 -5.21995  -0.23
40 C 4.43627 4.57648 -8.10876  -0.11
41 C 4.25189 -4.23538 -2.88946  -0.22
42 C 0.90772 4.60728 3.77637  -0.22
43 C 4.40571 -2.73042 -2.77669  -0.22
44 C -4.74141 2.46960 -5.75800  -0.11
45 C -1.55442 2.07761 9.09834  -0.19
46 C 4.72783 6.35559 -3.33905  -0.19
47 C 2.20048 1.40761 -0.45944  -0.12
48 C -3.91811 1.94649 8.84829  -0.11
49 C -2.34788 -8.24306 -2.74514  -0.11
50 C 3.31338 4.91051 -2.06906  -0.13
51 C -3.15517 -4.90693 2.96819  -0.22
52 C 3.53856 0.79401 -4.22852  -0.11
53 C -4.17811 -6.28573 5.47654  -0.11
54 C -6.84639 -2.37913 -2.20977  -0.20
55 C -2.27722 0.62559 -0.50268  -0.10
56 C -0.35314 0.48127 0.86754  -0.20
57 C -0.57497 3.41564 -2.89719  -0.09
58 C -0.02940 -2.53492 5.67588  -0.22
59 C 1.28358 -5.27652 5.76647  -0.12
60 C 5.03218 2.21445 -5.35303  -0.19
61 C -4.98531 -1.08503 -2.96079  -0.09
62 C -6.32365 -5.97102 -2.09439  -0.12
63 C -7.26025 -3.83973 -2.26220  -0.21
64 C 1.34638 5.94869 3.23581  -0.20
65 C 4.26866 7.74503 -3.00573  -0.23
66 C 5.72014 -1.07647 -1.73498  -0.11
67 H -4.77675 2.61847 8.83723  0.09
68 H 4.22054 8.32893 -3.93798  0.13
69 H 3.39990 3.86044 -1.78400  0.07
70 H 3.46795 -2.25877 -2.44263  0.11
71 H -0.18164 1.47847 0.43788  0.10
72 H 6.17842 3.20872 -6.83116  0.13
73 H -2.09328 1.69450 -0.63396  0.08
74 H -1.12329 -2.36554 -2.50854  0.09
75 H -4.68264 1.59181 -6.40861  0.09
76 H -2.46208 -3.01056 1.45308  0.08
77 H 2.00445 -5.42920 -1.82743  0.09
78 H -0.82081 2.55267 9.75147  0.12
79 H 2.29718 -3.88945 -1.06675  0.07
80 H -1.55185 -8.65862 -2.10789  0.09
81 H 2.10937 1.18058 -1.53507  0.08
82 H -4.14865 -2.66248 1.83285  0.09
83 H -0.18052 4.65006 3.85678  0.12
84 H -1.54057 -6.49416 -0.96412  0.13
85 H 4.51685 3.95799 -9.00387  0.09
86 H -3.77029 1.64202 7.80685  0.09
87 H 2.63178 4.98668 -2.92710  0.09
88 H -0.71444 4.14810 -3.70183  0.09
89 H 3.15087 3.95184 2.12524  0.09
90 H -1.64080 3.31343 7.32328  0.13
91 H -5.52321 -6.52709 -1.60594  0.07
92 H -4.23942 -5.10004 2.95310  0.12
93 H 0.07660 2.00041 5.46953  0.09
94 H -0.72411 -3.41131 7.46485  0.13
95 H 2.75609 5.42974 -1.27559  0.08
96 H 3.25998 7.76449 -2.57672  0.13
97 H -0.28757 -2.50668 3.00028  0.08
98 H -2.24414 -8.74667 -3.70305  0.09
99 H 0.45456 -2.60092 -1.70984  0.07
100 H -3.30573 -8.46695 -2.26564  0.08
101 H 0.45680 -0.18598 -0.94623  0.12
102 H -4.99708 -0.71272 -1.93974  0.08
103 H 1.33048 4.44621 4.77641  0.13
104 H 4.84651 -0.51790 -1.37129  0.08
105 H 3.59102 5.26257 -8.15748  0.09
106 H -0.05919 -1.50103 6.05897  0.12
107 H -0.56197 1.54063 -4.47133  0.12
108 H 6.48766 -0.92778 -0.97812  0.09
109 H 3.96300 6.72833 2.04789  0.09
110 H 2.68196 7.90391 2.40099  0.08
111 H -0.20709 0.53689 1.94566  0.12
112 H 0.23724 -1.04491 3.72425  0.07
113 H -5.70948 2.40309 -5.25493  0.09
114 H -4.15427 1.08557 9.48273  0.09
115 H -2.87556 -5.06274 1.91498  0.12
116 H -2.02804 -4.55984 -3.13309  0.13
117 H 2.83417 1.62240 -4.09392  0.08
118 H 3.13219 2.98573 3.69270  0.10
119 H -4.92911 -5.97544 4.73796  0.08
120 H 3.20294 1.76256 -0.24982  0.09
121 H -1.05895 -2.74125 5.34750  0.13
122 H -7.97608 -4.00799 -1.45197  0.13
123 H -4.05995 -7.36420 5.29447  0.09
124 H -1.38524 -5.61072 4.00505  0.12
125 H -2.08386 3.00856 -5.75485  0.13
126 H -1.44035 2.65555 5.08833  0.08
127 H -3.26262 -6.22990 -1.27080  0.11
128 H 3.41780 -4.41909 -3.59502  0.13
129 H 2.22205 -4.80526 6.08327  0.09
130 H 5.75649 6.29404 -3.69159  0.13
131 H 6.00376 1.90422 -4.94895  0.13
132 H 4.64672 -2.30971 -3.76468  0.13
133 H 0.58545 -1.35622 0.42785  0.11
134 H -2.02208 0.03015 -1.38592  0.08
135 H -7.62174 -4.05709 -3.27291  0.13
136 H 1.09157 -5.07357 4.71235  0.07
137 H 5.32898 5.19335 -7.95100  0.09
138 H 1.19484 6.02281 2.15276  0.13
139 H -0.71487 3.91292 -1.93995  0.09
140 H 4.06779 10.08491 -2.36977  0.08
141 H 2.81317 -5.33091 -0.18595  0.09
142 H -1.01813 -2.30136 -0.78046  0.07
143 H -6.30194 -6.28838 -3.14773  0.09
144 H 1.43938 -6.35333 5.85563  0.08
145 H 0.81423 6.76549 3.74317  0.13
146 H -5.19692 -0.27869 -3.67718  0.08
147 H 1.44238 -2.00262 2.81262  0.09
148 H -6.39361 -2.26464 -1.21929  0.12
149 H -3.99801 -1.42005 -3.29753  0.08
150 H 6.05906 -0.72707 -2.71721  0.08
151 H 4.98391 2.03885 -7.48479  0.13
152 H 5.67126 10.30000 -1.69424  0.09
153 H -7.62728 -1.65743 -2.45291  0.13
154 H -4.72205 3.41399 -6.30513  0.09
155 H 5.09369 -4.60816 -3.47837  0.13
156 H 1.40319 2.13708 -0.30209  0.08
157 H 1.05237 -3.11682 7.45632  0.12
158 H -7.26548 -6.38045 -1.71004  0.09
159 H -2.83669 -1.66971 2.60851  0.08
160 H 4.61008 2.91231 -4.62645  0.12
161 H -2.85466 -4.08118 -1.72602  0.12
162 H 2.91012 -0.09801 -4.26687  0.09
163 H -4.56061 -6.09324 6.47152  0.09
164 H -0.03777 2.77647 7.73480  0.12
165 H -3.37189 0.61051 -0.45507  0.09
166 H -1.90290 0.59832 -3.93697  0.12
167 H -2.45074 1.31137 -5.94037  0.13
168 H -2.55389 -6.85376 3.58462  0.13
169 H -1.14780 0.89941 4.78217  0.08
170 H 3.95624 7.74474 3.57370  0.09
171 H 0.42775 2.98151 -2.99703  0.07
172 H 4.37543 9.56319 -0.70347  0.08
173 H -1.57674 1.00446 9.30523  0.13
174 H 2.57913 2.29110 2.23446  0.07
175 H 4.11173 5.92909 -4.14372  0.12
176 H 4.29122 0.63309 -3.45282  0.07

Atomic forces in eV per Å
0.347 -0.571 0.385
-0.547 -0.396 0.349
0.038 0.205 -0.564
-0.430 -0.189 0.610
-0.329 -0.326 0.553
0.069 0.341 0.384
-0.053 -0.753 -0.507
0.598 0.301 0.365
-0.505 -0.342 -0.024
0.254 -0.151 1.465
-0.234 -0.293 -0.061
0.185 -0.163 0.279
-0.023 0.101 0.879
0.054 0.099 -0.041
0.264 -0.069 0.065
0.935 -0.332 0.205
0.534 0.027 -0.455
-0.153 -0.103 -0.149
-0.628 0.310 -0.292
-0.072 -0.203 -0.475
0.162 -0.155 0.710
-0.603 -0.019 -0.094
-0.089 -0.142 0.035
-1.129 0.688 -0.738
0.008 0.233 -0.071
-0.612 1.265 0.462
0.603 0.195 -0.893
-0.062 0.607 -0.318
0.054 0.049 0.003
-0.406 -0.055 0.154
-0.239 -1.659 -0.286
-0.304 0.721 0.134
-0.378 0.017 -0.035
-1.421 0.278 -0.775
0.736 0.490 0.025
1.481 0.859 0.061
0.095 -1.131 -0.005
-0.212 0.054 0.049
0.959 -0.550 0.064
-0.341 0.395 1.001
-1.116 0.447 -1.453
0.196 0.238 0.060
-0.040 0.198 0.506
-0.741 -0.592 0.872
-0.051 0.636 -0.487
-0.884 -1.120 0.158
-0.438 -0.739 -1.244
-0.191 0.013 -0.221
0.838 -0.206 0.387
-0.879 0.218 0.606
-1.117 0.512 -0.773
0.131 0.000 -0.469
-0.128 -0.544 -1.307
0.857 -0.250 -0.715
-0.615 0.049 -0.626
1.000 1.366 -0.409
-0.420 -0.065 -0.438
-0.703 0.037 0.914
0.630 -0.090 0.155
-0.064 -1.024 0.174
0.144 -0.117 -1.692
0.358 -1.005 -0.928
0.581 0.751 -0.242
0.847 0.503 0.526
0.415 0.519 -0.420
-0.276 -0.234 -0.062
0.061 0.054 0.238
-0.059 -0.033 -0.032
0.087 0.002 -0.042
0.005 0.006 0.029
-0.577 0.292 0.635
-0.127 0.171 -0.202
0.656 -0.146 -0.099
0.149 -0.321 -0.251
0.121 0.227 -0.315
0.069 0.476 -0.142
0.088 -0.286 0.163
-0.336 -0.055 0.400
0.221 0.058 0.069
-0.153 -0.033 0.094
0.318 0.164 -0.134
-0.029 0.279 0.085
-0.003 -0.359 -0.049
-0.004 -0.002 -0.040
0.011 -0.002 -0.043
0.179 -0.197 0.115
0.487 -0.066 -0.368
0.077 0.046 0.060
-0.006 0.352 0.332
-0.097 0.102 0.340
0.097 0.285 0.140
0.038 -0.366 0.137
0.053 -0.372 -0.297
0.190 0.537 0.242
0.169 -0.082 0.153
-0.012 -0.250 0.113
0.250 -0.614 0.129
-0.295 0.163 -0.127
0.026 -0.048 -0.061
-0.131 0.081 -0.182
-0.290 -0.668 0.027
0.041 -0.152 0.104
-0.040 0.272 0.068
-0.094 0.048 -0.314
0.002 -0.065 -0.430
0.004 -0.032 0.094
-0.100 0.063 -0.287
0.205 -0.247 -0.157
0.291 0.272 0.037
-0.182 -0.194 0.020
0.205 -0.180 0.005
0.284 0.166 -0.361
-0.004 0.138 -0.113
0.010 -0.121 -0.181
0.536 -0.112 0.182
0.132 -0.308 -0.065
0.284 0.155 0.656
0.157 0.681 0.144
-0.135 0.189 0.240
-0.078 0.237 0.154
0.312 -0.147 -0.803
-0.391 -0.192 -0.351
-0.051 -0.060 0.394
0.037 0.213 -0.127
-0.188 0.289 0.244
-0.671 -0.266 0.192
-0.099 -0.258 -0.238
-0.117 0.169 0.168
0.055 0.079 -0.329
0.115 0.323 0.319
0.151 0.217 -0.162
-0.027 -0.090 -0.038
0.944 -0.160 -0.144
0.195 0.418 -0.199
-0.381 -0.244 0.185
0.009 0.240 0.056
0.161 -0.180 -0.306
-0.120 -0.130 0.017
0.261 0.047 0.017
0.010 -0.098 -0.044
-0.339 -0.221 -0.043
-0.025 -0.205 0.112
0.003 0.084 -0.018
-0.364 -0.021 0.311
-0.394 -0.169 -0.218
-0.269 0.258 0.447
0.058 -0.150 0.032
-0.135 0.524 0.018
0.159 -0.028 0.627
0.012 0.454 0.161
0.344 -0.197 0.096
0.105 -0.153 0.124
-0.569 -0.238 0.745
0.410 -0.026 -0.091
0.394 -0.420 0.865
0.387 0.231 0.580
0.067 -0.190 -0.012
-0.142 0.671 0.368
-0.082 0.124 -0.164
-0.165 0.244 -0.187
0.286 0.111 0.534
0.314 -0.170 -0.474
0.320 0.139 0.149
0.155 -0.547 -0.347
0.090 -0.523 0.584
-0.226 0.198 0.863
-0.397 0.132 -0.180
-0.120 -0.086 0.058
-0.224 -0.116 0.130
0.407 -0.143 -0.211
0.007 0.018 0.158
0.029 0.114 0.003
0.207 -0.087 -0.284
0.236 0.119 -0.179
0.008 0.371 -0.155
-0.446 0.386 0.500